This record from OMol25 describes C7H7ClN2S in the gas phase at a distorted geometry. The level of theory is ωB97M-V/def2-TZVPD.

Output
- ΔE to the lowest compared entry with this formula, charge and spin: 8.5 kJ/mol
- SMILES: [H]/N=C(/N)Sc1ccc(Cl)cc1

```
! wB97M-V def2-TZVPD RIJCOSX def2/J DEFGRID3
* xyz 0 1
H -4.21 -0.13 0.55
N -3.68 -0.84 0.05
C -2.48 -0.46 -0.20
N -1.69 -1.20 -0.97
S -1.81 1.11 0.36
C -0.06 0.79 0.36
C 0.42 -0.27 1.12
C 1.75 -0.64 1.01
C 2.56 0.07 0.14
Cl 4.21 -0.47 -0.13
C 2.13 1.22 -0.53
C 0.82 1.59 -0.37
H -0.90 -0.86 -1.46
H -2.17 -1.96 -1.39
H -0.26 -0.74 1.83
H 2.14 -1.48 1.59
H 2.83 1.84 -1.08
H 0.40 2.43 -0.89
*
```


This record from OMol25 describes C7H7ClO2S2 in the gas phase at a distorted geometry. The level of theory is ωB97M-V/def2-TZVPD.

Output
- SMILES: CS(=O)(=O)Sc1ccc(Cl)cc1

```
! wB97M-V def2-TZVPD RIJCOSX def2/J DEFGRID3
* xyz 0 1
C 2.16 -0.07 3.19
S 0.76 -0.31 2.12
O 0.87 -1.60 1.47
O -0.45 -0.23 2.97
S 0.91 1.28 0.73
C -0.09 0.67 -0.58
C 0.40 0.62 -1.91
C -0.38 0.13 -2.98
C -1.71 -0.27 -2.71
Cl -2.68 -0.89 -4.01
C -2.21 -0.21 -1.40
C -1.40 0.27 -0.37
H 3.07 -0.11 2.54
H 2.20 -0.92 3.86
H 2.08 0.93 3.63
H 1.44 0.90 -2.06
H 0.04 0.11 -3.97
H -3.17 -0.60 -1.16
H -1.83 0.29 0.64
*
```


Results for orbital gap: 9.4; 9.1 (in eV, following the order of the records).
Results for E_HOMO: -8.904; -9.219 (in eV, following the order of the records).
Results for E_tot: -33710.4616; -45659.6157 (in eV, following the order of the records).